(1)
The following is a DFT calculation (ωB97M-V/def2-TZVPD) of C30H28ClMoN5O7S2 as an isolated structure.

```
74
Properties=species:S:1:pos:R:3:mulliken_charge:R:1
Mo 0.229 -0.195 -0.188 0.655
Cl 2.924 2.398 6.379 -0.230
C 2.508 1.628 4.881 0.185
C 3.228 0.487 4.481 -0.647
C 2.933 -0.149 3.307 -0.808
C 1.892 0.324 2.462 -0.059
O 1.661 -0.308 1.352 -0.005
C 1.181 1.464 2.889 1.435
C 0.138 1.967 2.064 -0.472
O -0.264 1.431 1.019 -0.555
C 1.504 2.115 4.098 -1.134
H 4.024 0.122 5.116 0.436
H 3.490 -1.018 2.984 0.472
H -0.364 2.897 2.359 0.279
H 0.949 2.995 4.394 0.466
C 2.451 3.147 -5.271 -1.164
C 2.204 1.686 -4.938 -0.590
N 2.579 1.374 -3.558 0.197
C 3.920 0.842 -3.372 -0.755
C 4.037 -0.595 -3.862 -1.018
C 1.711 1.585 -2.569 0.720
S 2.182 1.211 -0.936 -0.838
N 0.559 2.148 -2.935 -0.050
C -0.563 2.059 -2.254 -0.465
O -0.841 1.300 -1.291 0.265
C -1.671 2.947 -2.724 0.261
C -1.443 3.896 -3.716 -0.264
C -2.467 4.729 -4.134 -0.715
C -3.729 4.613 -3.572 -0.377
C -3.965 3.659 -2.591 -0.896
C -2.940 2.831 -2.167 -0.116
H 2.189 3.344 -6.310 0.364
H 3.500 3.411 -5.134 0.364
H 1.847 3.787 -4.633 0.245
H 2.805 1.040 -5.578 0.431
H 1.159 1.418 -5.082 0.411
H 4.158 0.888 -2.314 0.468
H 4.617 1.502 -3.897 0.301
H 3.192 -1.181 -3.499 0.121
H 4.957 -1.040 -3.481 0.384
H 4.062 -0.674 -4.948 0.425
H -0.459 3.965 -4.154 0.394
H -2.283 5.465 -4.905 0.408
H -4.530 5.261 -3.903 0.386
H -4.953 3.558 -2.161 0.411
H -3.114 2.074 -1.415 0.423
O -1.641 -0.803 -3.390 -0.757
S -0.892 -1.498 -2.393 1.517
O -0.677 -2.903 -2.580 -0.778
O 0.484 -0.798 -2.141 -0.538
O -1.437 -1.202 -0.974 -0.425
C -4.282 0.174 3.332 -0.469
C -3.432 -0.672 4.033 -0.680
C -2.288 -1.159 3.429 -0.573
C -2.005 -0.770 2.128 0.279
C -2.834 0.080 1.412 0.036
C -3.988 0.542 2.025 -0.831
N -0.833 -1.260 1.468 2.345
N -0.435 -2.362 1.852 -1.335
C 0.637 -2.895 1.085 -0.151
C 1.138 -4.123 1.454 -0.457
C 2.127 -4.680 0.648 -0.556
C 2.535 -3.994 -0.477 -0.767
C 1.964 -2.759 -0.771 -0.533
N 1.044 -2.220 0.009 0.944
H -5.176 0.548 3.809 0.413
H -3.662 -0.952 5.051 0.379
H -1.615 -1.818 3.959 0.452
H -2.591 0.347 0.392 0.391
H -4.655 1.191 1.476 0.456
H 0.747 -4.616 2.330 0.560
H 2.552 -5.643 0.892 0.417
H 3.283 -4.401 -1.141 0.472
H 2.222 -2.177 -1.645 0.442
```

- HOMO (alpha / beta): -7.429 / -7.432 eV
- LUMO energy (alpha / beta): -1.61 / -1.61 eV
- Orbital gap (alpha / beta): 0.21388 / 0.21395 hartree
- Largest force on an atom: 0.99 eV Å⁻¹
- ΔE to the lowest compared entry with this formula, charge and spin: 0.0 kJ/mol

---

(2)
The following is a DFT calculation (ωB97M-V/def2-TZVPD) of C30H28IN4SbSc as an isolated structure.

```
65
Properties=species:S:1:pos:R:3:mulliken_charge:R:1
Sc -0.138 -0.283 0.915 -0.893
C -2.212 0.447 -2.006 -0.890
C -1.067 1.402 -1.869 0.906
C -0.740 2.267 -2.914 -1.191
C 0.256 3.201 -2.746 -0.547
C 0.866 3.315 -1.500 -0.815
C 0.500 2.437 -0.495 0.016
N -0.404 1.458 -0.705 0.907
Sb 0.991 3.064 1.529 0.875
C -0.974 2.497 2.210 -0.036
C -1.638 3.430 2.982 -0.883
C -2.967 3.196 3.322 -0.516
C -3.579 2.057 2.854 -0.924
C -2.853 1.143 2.092 0.874
C -3.519 -0.102 1.593 -1.009
N -1.566 1.360 1.797 0.713
C 2.168 1.416 2.276 -0.040
C 3.257 1.786 3.045 -0.870
C 4.091 0.793 3.549 -0.543
C 3.815 -0.521 3.246 -0.905
C 2.703 -0.837 2.469 1.116
C 2.416 -2.274 2.144 -1.571
N 1.892 0.125 2.009 0.780
H -2.967 0.874 -2.665 0.643
H -2.668 0.246 -1.039 -0.203
H -1.891 -0.503 -2.429 0.055
H -1.287 2.195 -3.844 0.529
H 0.529 3.868 -3.554 0.478
H 1.585 4.100 -1.305 0.503
H -1.136 4.333 3.304 0.444
H -3.514 3.908 3.926 0.425
H -4.618 1.851 3.073 0.518
H -3.742 -0.764 2.431 0.375
H -2.899 -0.664 0.895 -0.186
H -4.455 0.149 1.092 0.448
H 3.452 2.830 3.248 0.442
H 4.945 1.050 4.161 0.422
H 4.446 -1.321 3.610 0.531
H 3.278 -2.725 1.647 0.403
H 1.530 -2.414 1.525 0.136
H 2.231 -2.827 3.065 0.479
N 1.700 -0.569 -0.597 0.054
C 1.418 -0.608 -2.009 -0.340
C 2.101 0.237 -2.870 -0.725
C 1.806 0.233 -4.224 -0.750
C 0.831 -0.629 -4.705 -1.069
C 0.173 -1.484 -3.834 -0.350
C 0.451 -1.499 -2.466 0.496
C -0.268 -2.435 -1.550 0.345
C -0.479 -3.727 -2.036 -0.624
C -1.202 -4.663 -1.310 -0.865
C -1.742 -4.294 -0.090 -1.032
C -1.524 -3.008 0.391 -0.633
C -0.761 -2.043 -0.281 1.521
H 2.417 0.127 -0.419 0.363
H 2.093 -1.465 -0.315 0.355
H 2.870 0.894 -2.480 0.448
H 2.339 0.893 -4.896 0.469
H 0.585 -0.641 -5.759 0.427
H -0.592 -2.148 -4.217 0.553
H -0.053 -4.010 -2.992 0.522
H -1.337 -5.665 -1.696 0.410
H -2.322 -4.996 0.495 0.444
H -1.941 -2.780 1.365 0.252
I -0.678 -1.285 3.553 -0.265
```

- HOMO: -10.686 eV
- Total charge: +1
- LUMO energy: -3.01 eV
- Orbital gap: 0.28205 hartree
- Largest force on an atom: 0.31 eV Å⁻¹
- ΔE to the lowest compared entry with this formula, charge and spin: 0.0 kJ/mol

---

(3)
The following is a DFT calculation (ωB97M-V/def2-TZVPD) of C30H28IrN3O5S2 as an isolated structure.

```
69
Properties=species:S:1:pos:R:3:mulliken_charge:R:1
Ir 1.160 0.038 1.095 2.896
O 4.185 2.018 -0.687 -0.732
C 3.275 1.637 0.023 0.183
O 3.021 0.405 0.320 -0.820
C 2.328 2.652 0.638 0.728
C 2.572 4.022 0.446 -0.929
C 1.731 4.920 1.022 -0.728
C 0.640 4.462 1.792 1.041
C -0.257 5.355 2.426 -0.883
C -1.301 4.877 3.159 -0.552
C -1.501 3.485 3.281 -0.936
C -0.656 2.595 2.681 -0.360
C 0.441 3.069 1.928 0.042
N 1.315 2.186 1.339 0.138
H 3.426 4.304 -0.152 0.567
H 1.885 5.986 0.904 0.425
H -0.095 6.420 2.316 0.382
H -1.985 5.563 3.643 0.394
H -2.348 3.117 3.844 0.472
H -0.846 1.533 2.711 0.411
O -2.713 -0.416 0.993 -0.672
C -1.642 -0.931 1.247 -0.205
O -0.689 -0.299 1.899 -0.506
C -1.433 -2.396 0.971 0.455
C -2.564 -3.204 1.090 -0.715
C -2.496 -4.573 0.912 -0.653
C -1.274 -5.156 0.595 -0.667
C -0.146 -4.368 0.467 -1.099
C -0.204 -2.982 0.650 1.286
S 1.299 -2.117 0.340 -0.740
H -3.504 -2.722 1.322 0.477
H -3.385 -5.181 1.019 0.405
H -1.199 -6.226 0.448 0.393
H 0.806 -4.819 0.213 0.491
C 3.468 -1.407 2.900 -0.936
S 2.117 -0.233 3.081 0.144
C 0.995 -1.220 4.076 -0.750
H 3.095 -2.339 2.487 0.250
H 3.922 -1.547 3.880 0.451
H 4.180 -0.956 2.211 0.305
H 1.521 -1.468 4.998 0.495
H 0.701 -2.111 3.527 0.116
H 0.117 -0.617 4.288 0.244
C -1.580 -0.170 -4.757 -1.139
N -1.844 -0.149 -3.324 -0.133
N -0.736 0.087 -2.510 0.777
C -1.103 0.871 -1.438 0.012
O -0.380 1.125 -0.467 -0.448
C -2.474 1.233 -1.676 -1.123
C -2.864 0.625 -2.818 0.838
C -4.166 0.706 -3.536 -1.650
C 0.386 -0.779 -2.566 -0.320
C 0.214 -2.145 -2.743 0.332
C 1.328 -2.967 -2.772 -0.616
C 2.598 -2.433 -2.595 -0.528
C 2.759 -1.068 -2.403 -0.628
C 1.652 -0.235 -2.408 -0.392
H -0.724 -0.811 -4.950 0.383
H -1.373 0.832 -5.145 0.323
H -2.444 -0.590 -5.265 0.395
H -3.079 1.793 -0.985 0.447
H -4.933 1.075 -2.858 0.422
H -4.473 -0.271 -3.908 0.370
H -4.103 1.391 -4.384 0.289
H -0.786 -2.553 -2.829 0.445
H 1.200 -4.034 -2.902 0.393
H 3.463 -3.083 -2.595 0.397
H 3.739 -0.643 -2.235 0.370
H 1.759 0.834 -2.275 0.478
```

- HOMO: -6.965 eV
- LUMO energy: -0.27 eV
- Orbital gap: 0.24616 hartree
- Largest force on an atom: 1.31 eV Å⁻¹
- ΔE to the lowest compared entry with this formula, charge and spin: 52.3 kJ/mol

---

(4)
The following is a DFT calculation (ωB97M-V/def2-TZVPD) of C30H29AuF15GeN7O3S as an isolated structure.

```
87
Properties=species:S:1:pos:R:3:mulliken_spin:R:1
Au -0.910 -0.594 1.412 0.368
N 2.806 -0.421 0.694 0.282
C 2.780 0.642 -0.156 0.187
C 3.945 1.604 -0.029 0.049
C 5.310 0.906 -0.227 0.013
C 5.722 0.675 -1.683 0.005
N 4.771 -0.125 -2.456 0.002
C 4.589 -1.436 -2.344 0.003
N 5.291 -2.149 -1.471 0.002
N 3.670 -2.045 -3.098 0.000
C 1.218 1.802 0.154 0.085
O 1.250 2.595 -0.734 0.221
O 0.612 1.441 1.147 0.113
H 2.893 -0.223 1.688 -0.004
H 2.152 -1.172 0.499 -0.030
H 2.516 0.346 -1.168 0.033
H 3.943 2.041 0.973 0.013
H 3.826 2.419 -0.743 -0.002
H 5.293 -0.037 0.320 0.009
H 6.085 1.527 0.224 0.000
H 6.705 0.198 -1.710 0.001
H 5.821 1.630 -2.195 0.000
H 4.195 0.370 -3.118 -0.002
H 6.006 -1.725 -0.907 -0.001
H 5.158 -3.145 -1.389 0.000
H 3.153 -1.551 -3.804 0.001
H 3.529 -3.039 -3.029 0.000
O -2.700 0.203 0.437 0.014
C -3.405 1.053 1.010 0.001
C -2.904 2.028 2.027 0.015
C -2.580 3.299 1.185 0.001
C -3.679 3.829 0.239 0.001
C -3.930 2.998 -1.042 0.000
C -4.798 1.732 -0.827 0.000
N -4.650 1.322 0.577 0.000
H -1.990 1.681 2.517 -0.009
H -3.665 2.242 2.778 0.000
H -1.688 3.089 0.587 0.005
H -2.321 4.089 1.890 -0.001
H -3.346 4.815 -0.086 0.000
H -4.614 3.993 0.783 0.000
H -2.961 2.707 -1.455 0.001
H -4.419 3.635 -1.779 0.000
H -4.480 0.920 -1.476 0.000
H -5.852 1.930 -1.004 0.000
H -5.147 1.950 1.189 0.001
N 1.319 -0.107 3.664 0.005
N 0.223 -0.975 3.374 0.061
H 1.685 -0.298 4.592 0.003
H 0.997 0.852 3.621 0.000
H -0.481 -0.948 4.109 0.002
H 0.583 -1.923 3.327 -0.007
F -3.133 -3.142 -0.916 0.000
C -2.801 -4.102 -1.794 -0.015
C -1.567 -4.713 -1.641 0.009
C -1.203 -5.679 -2.564 -0.003
F 0.006 -6.249 -2.480 0.000
C -2.057 -6.063 -3.583 -0.001
F -1.691 -6.987 -4.459 0.000
C -3.304 -5.460 -3.685 0.001
F -4.130 -5.827 -4.642 0.000
C -3.679 -4.460 -2.796 0.000
F -4.856 -3.863 -2.920 0.000
Ge -0.495 -4.201 -0.084 0.018
S 0.139 -2.089 -0.239 0.546
C 1.105 -5.360 0.042 -0.003
C 0.916 -6.669 0.464 0.001
F -0.333 -7.090 0.700 0.000
C 1.963 -7.558 0.628 0.001
F 1.744 -8.794 1.044 0.000
C 3.257 -7.137 0.346 -0.001
F 4.274 -7.960 0.501 0.000
C 3.470 -5.846 -0.111 0.001
F 4.701 -5.423 -0.417 0.000
C 2.398 -4.988 -0.259 0.014
F 2.653 -3.744 -0.741 -0.012
C -1.449 -4.507 1.617 -0.003
C -0.759 -4.202 2.776 -0.007
F 0.487 -3.671 2.666 -0.001
C -1.274 -4.415 4.037 0.005
F -0.575 -4.065 5.116 0.000
C -2.533 -4.986 4.154 0.000
F -3.052 -5.195 5.348 0.000
C -3.243 -5.334 3.013 0.001
F -4.436 -5.893 3.126 0.000
C -2.696 -5.091 1.762 0.005
F -3.386 -5.459 0.685 0.000
```

- HOMO (alpha / beta): -13.354 / -13.641 eV
- Total charge: +2
- LUMO energy (alpha / beta): -4.87 / -8.01 eV
- Orbital gap (alpha / beta): 0.31193 / 0.20675 hartree
- Largest force on an atom: 0.96 eV Å⁻¹
- ΔE to the lowest compared entry with this formula, charge and spin: 67.7 kJ/mol
- Spin multiplicity: 3

---

Please write out number 3 again, unchanged.
The following is a DFT calculation (ωB97M-V/def2-TZVPD) of C30H28IrN3O5S2 as an isolated structure.

```
69
Properties=species:S:1:pos:R:3:mulliken_charge:R:1
Ir 1.160 0.038 1.095 2.896
O 4.185 2.018 -0.687 -0.732
C 3.275 1.637 0.023 0.183
O 3.021 0.405 0.320 -0.820
C 2.328 2.652 0.638 0.728
C 2.572 4.022 0.446 -0.929
C 1.731 4.920 1.022 -0.728
C 0.640 4.462 1.792 1.041
C -0.257 5.355 2.426 -0.883
C -1.301 4.877 3.159 -0.552
C -1.501 3.485 3.281 -0.936
C -0.656 2.595 2.681 -0.360
C 0.441 3.069 1.928 0.042
N 1.315 2.186 1.339 0.138
H 3.426 4.304 -0.152 0.567
H 1.885 5.986 0.904 0.425
H -0.095 6.420 2.316 0.382
H -1.985 5.563 3.643 0.394
H -2.348 3.117 3.844 0.472
H -0.846 1.533 2.711 0.411
O -2.713 -0.416 0.993 -0.672
C -1.642 -0.931 1.247 -0.205
O -0.689 -0.299 1.899 -0.506
C -1.433 -2.396 0.971 0.455
C -2.564 -3.204 1.090 -0.715
C -2.496 -4.573 0.912 -0.653
C -1.274 -5.156 0.595 -0.667
C -0.146 -4.368 0.467 -1.099
C -0.204 -2.982 0.650 1.286
S 1.299 -2.117 0.340 -0.740
H -3.504 -2.722 1.322 0.477
H -3.385 -5.181 1.019 0.405
H -1.199 -6.226 0.448 0.393
H 0.806 -4.819 0.213 0.491
C 3.468 -1.407 2.900 -0.936
S 2.117 -0.233 3.081 0.144
C 0.995 -1.220 4.076 -0.750
H 3.095 -2.339 2.487 0.250
H 3.922 -1.547 3.880 0.451
H 4.180 -0.956 2.211 0.305
H 1.521 -1.468 4.998 0.495
H 0.701 -2.111 3.527 0.116
H 0.117 -0.617 4.288 0.244
C -1.580 -0.170 -4.757 -1.139
N -1.844 -0.149 -3.324 -0.133
N -0.736 0.087 -2.510 0.777
C -1.103 0.871 -1.438 0.012
O -0.380 1.125 -0.467 -0.448
C -2.474 1.233 -1.676 -1.123
C -2.864 0.625 -2.818 0.838
C -4.166 0.706 -3.536 -1.650
C 0.386 -0.779 -2.566 -0.320
C 0.214 -2.145 -2.743 0.332
C 1.328 -2.967 -2.772 -0.616
C 2.598 -2.433 -2.595 -0.528
C 2.759 -1.068 -2.403 -0.628
C 1.652 -0.235 -2.408 -0.392
H -0.724 -0.811 -4.950 0.383
H -1.373 0.832 -5.145 0.323
H -2.444 -0.590 -5.265 0.395
H -3.079 1.793 -0.985 0.447
H -4.933 1.075 -2.858 0.422
H -4.473 -0.271 -3.908 0.370
H -4.103 1.391 -4.384 0.289
H -0.786 -2.553 -2.829 0.445
H 1.200 -4.034 -2.902 0.393
H 3.463 -3.083 -2.595 0.397
H 3.739 -0.643 -2.235 0.370
H 1.759 0.834 -2.275 0.478
```

- HOMO: -6.965 eV
- LUMO energy: -0.27 eV
- Orbital gap: 0.24616 hartree
- Largest force on an atom: 1.31 eV Å⁻¹
- ΔE to the lowest compared entry with this formula, charge and spin: 52.3 kJ/mol